The following is a DFT calculation (ωB97M-V/def2-TZVPD) of an isolated ion of composition C5H6O2P and charge -1.

ORCA input file:
```
! wB97M-V def2-TZVPD RIJCOSX def2/J DEFGRID3
* xyz -1 1
O -0.4507 1.6165 2.7153
P -0.2810 0.3816 1.9355
O 1.0594 -0.5729 2.4414
C -0.1098 0.2022 0.2566
C -0.3578 1.2019 -0.7055
C -0.1712 0.5480 -1.9204
C 0.2556 -0.7322 -1.7496
C 0.3245 -1.0082 -0.4346
H -1.3621 -0.5279 2.1020
H 1.0044 -1.0319 1.6065
H -0.8663 2.2129 -0.6334
H -0.1633 1.0376 -2.8817
H 0.4443 -1.3242 -2.6157
H 0.6741 -2.0033 -0.1163
*
```

## Properties
- Calculated total energy: -18667.269 eV
- Highest occupied orbital energy: -3.5 eV
- SMILES: [O-][P@H](O)=C1C=CC=C1
- Frontier orbital gap: 7.70 eV